1.
This record from the Open Molecules 2025 dataset describes C9H17N3O3Pt as an isolated structure at a distorted geometry. The level of theory is ωB97M-V with the def2-TZVPD basis set.

Geometry as XYZ:
```
33
Properties=species:S:1:pos:R:3:forces:R:3:lowdin_spin:R:1
Pt 0.0611 0.0506 0.1993 0.7 -0.4 -4.6 1.49
O -0.6032 1.1702 -1.8338 0.9 -1.8 0.0 0.06
O 1.6323 -2.2008 -3.3752 -0.8 1.0 0.1 0.00
O 1.3222 -1.3057 -1.3924 -1.3 1.1 -0.6 0.06
N 0.7945 -1.0030 1.7103 1.3 -1.4 1.5 0.13
N 0.2318 -0.4460 -3.3590 -0.5 1.0 0.5 0.00
N -1.0503 1.2828 1.2862 -1.7 1.6 1.0 0.14
C 1.2189 -2.0140 -4.7586 0.7 -1.1 -0.2 0.00
C 0.3475 -0.8009 -4.7815 -0.4 0.8 -0.4 0.00
C 1.0581 -1.2870 -2.6038 0.8 -0.8 0.7 0.00
C -0.3915 0.2969 3.4990 -0.1 0.1 0.9 0.00
C -0.4904 0.7218 -3.0016 0.6 -0.2 1.6 0.01
C -0.1514 -1.0775 2.8680 0.3 0.0 -0.4 0.02
C -1.5545 2.7376 -3.7414 0.3 -0.9 -0.6 0.00
C -0.4310 1.5524 2.6234 -0.2 0.0 -0.4 0.02
C -1.1361 1.4842 -4.0473 -0.5 0.9 -0.3 0.00
H 2.1281 -1.8821 -5.3502 -0.2 -0.2 0.1 0.00
H -1.3373 0.2349 4.0568 0.3 -0.1 -0.1 0.00
H 0.8187 0.0172 -5.3423 -0.2 -0.2 0.2 0.00
H -1.3898 3.1825 -2.7556 -0.1 -0.2 -0.5 0.00
H 0.5730 1.9450 2.4236 -0.2 0.0 0.1 0.00
H -1.2738 1.0359 -5.0296 0.0 0.4 0.2 0.00
H 1.0167 -1.9357 1.3577 0.1 -0.1 0.3 0.01
H -2.0446 3.3310 -4.5106 0.1 0.0 0.2 0.00
H -1.1725 2.1502 0.7606 -0.1 0.1 0.2 0.01
H -1.0768 -1.5216 2.4828 0.2 0.0 0.1 0.00
H 0.3780 0.4634 4.2663 -0.2 0.1 -0.2 0.00
H 1.6881 -0.5966 1.9966 0.0 -0.2 0.2 0.01
H 0.3060 -1.7614 3.5912 -0.4 0.1 0.0 0.01
H -1.9897 0.8895 1.3896 0.0 0.2 0.1 0.01
H -1.0390 2.3335 3.0932 0.4 -0.1 0.2 0.01
H 0.6725 -2.9115 -5.0598 0.3 0.1 0.0 0.00
H -0.6396 -1.0119 -5.2007 0.2 0.0 0.0 0.00
```
Positions in Å, forces in eV/Å.

As for the charge: +2. Its spin multiplicity is 3. The expectation value of S² is 2.0026. Its HOMO energy (alpha / beta) is -15.03 / -16.81 eV.


2.
This record from the Open Molecules 2025 dataset describes C4H8O3 as an isolated structure at a distorted geometry. The level of theory is ωB97M-V with the def2-TZVPD basis set.

Geometry as XYZ:
```
15
Properties=species:S:1:pos:R:3:forces:R:3:mulliken_charge:R:1
O 1.4307 -1.6699 0.0865 0.3 -0.9 -0.2 -0.60
O 0.6456 1.6356 0.1107 -2.5 3.2 -2.8 -0.66
O 2.5643 0.0919 -0.4159 2.0 6.0 -5.7 -0.54
C -0.6434 -0.3638 0.6244 -4.2 1.3 -3.1 -1.40
C -1.5278 -0.3568 -0.7185 1.6 -3.7 1.0 -0.90
C 1.5455 -0.4639 0.0181 2.9 -7.1 0.2 0.29
C 0.6692 0.3345 0.6057 -8.4 3.1 5.8 0.96
H -0.6829 -0.8131 -1.3979 -2.4 0.7 0.2 0.23
H -1.8363 0.6590 -1.0337 -0.3 -0.9 0.1 0.30
H -1.3035 0.1680 1.2194 -1.1 1.1 2.0 0.49
H 1.9448 1.0337 -0.9632 2.9 -2.8 2.7 0.50
H -0.6752 -1.3595 0.9341 0.8 -1.3 0.7 0.53
H -2.4442 -1.2592 -0.4057 2.6 3.2 -1.7 0.26
H 0.5574 0.3267 1.7738 2.4 0.5 -1.6 0.17
H -0.2443 2.0367 -0.4376 3.4 -2.5 2.5 0.36
```
Positions in Å, forces in eV/Å.

As for the charge: 0. Its spin multiplicity is 1. Its HOMO energy is -9.97 eV.


3.
This record from the Open Molecules 2025 dataset describes C19H20AlBrF2NO4 as an isolated structure at a distorted geometry. The level of theory is ωB97M-V with the def2-TZVPD basis set.

Geometry as XYZ:
```
48
Properties=species:S:1:pos:R:3:forces:R:3:mulliken_charge:R:1
Br -1.5287 1.6042 -4.7129 -0.2 -0.2 0.3 -0.49
Al -2.2707 0.4710 -2.7187 0.3 -0.4 -0.2 0.14
F 0.2138 -2.0780 -4.5349 0.1 0.1 -0.2 -0.20
F -1.1682 0.0039 3.6803 0.0 0.0 0.0 -0.30
O -5.5961 1.0818 -3.2773 -0.1 0.0 0.2 -0.38
O 1.9755 3.7081 1.3148 -0.2 -0.2 0.3 -0.58
O 1.3442 2.0912 -0.1259 0.2 -0.2 0.5 -0.22
O -3.8036 1.2726 -2.1240 0.1 -0.3 -0.7 -0.23
N -4.5956 1.6988 -3.1615 0.2 0.1 0.2 0.27
C -2.0749 1.6701 6.7488 0.1 0.0 0.0 -0.29
C -2.5717 -1.4735 -3.1626 -0.2 1.0 0.0 -1.14
C -2.1334 0.8046 5.6662 -0.1 -0.1 0.0 -0.47
C -0.0606 1.7231 4.8356 0.2 0.0 -0.1 -0.32
C -0.0149 2.5885 5.9177 -0.1 0.0 0.1 -0.40
C 3.6408 2.5912 0.0407 -0.1 0.4 -0.6 -1.11
C 1.0207 -3.0356 -4.0812 0.0 -0.1 0.1 0.12
C -1.0192 2.5623 6.8761 0.0 0.0 0.0 -0.49
C 0.2173 1.6565 0.6598 -0.8 -0.5 -0.2 -0.41
C 2.6837 -5.0143 -3.1267 0.0 0.0 0.0 -0.49
C -1.1212 0.8455 4.7283 0.0 0.1 0.1 0.38
C 2.6183 -4.7594 -4.4897 0.0 0.0 0.1 -0.33
C -2.6518 -2.6597 -3.3857 0.3 -0.1 0.4 0.53
C 1.9089 -4.2699 -2.2459 0.0 0.0 -0.1 -0.40
C 1.7796 -3.7666 -4.9763 0.0 0.0 -0.1 -0.52
C -0.7833 0.5784 -1.4000 -0.6 0.0 0.0 -0.74
C 2.2384 2.8635 0.4950 0.2 0.4 -0.1 0.79
C -1.0134 1.5163 -0.2181 0.5 0.0 0.1 -0.66
C 1.0725 -3.2704 -2.7197 0.0 0.0 0.2 -0.07
H 0.4617 -2.6743 -2.0546 0.0 0.0 -0.1 0.40
H 4.2586 3.4335 0.3182 0.3 0.0 0.3 0.34
H 0.8064 3.2861 6.0101 0.0 0.0 0.0 0.36
H -1.3595 2.5029 -0.5180 -0.1 0.1 -0.1 0.43
H 0.0388 2.2841 1.5267 0.2 0.4 -0.1 0.33
H -0.5968 -0.4188 -0.9923 0.0 -0.2 0.0 0.22
H -2.5286 -3.7115 -3.3959 -0.2 -0.3 -0.3 0.43
H -2.8577 1.6465 7.4951 0.0 0.0 0.0 0.35
H 0.7144 1.7253 4.0805 0.0 0.0 0.0 0.42
H -1.7681 1.0781 0.4333 -0.3 0.1 0.1 0.30
H 4.0029 1.6567 0.4539 0.1 -0.1 0.2 0.26
H 0.4486 0.6535 1.0208 0.3 -0.1 0.1 0.23
H 3.3368 -5.7918 -2.7519 0.0 0.0 0.0 0.35
H -0.9796 3.2383 7.7199 0.0 0.0 0.0 0.36
H 3.2227 -5.3356 -5.1782 0.0 0.0 0.0 0.35
H 1.7083 -3.5549 -6.0347 0.0 0.0 0.0 0.42
H 1.9543 -4.4691 -1.1832 0.0 0.0 0.0 0.36
H 0.1144 0.8398 -1.9549 0.1 0.2 -0.1 0.36
H -2.9504 0.1063 5.5438 0.0 0.0 0.0 0.41
H 3.6663 2.5003 -1.0410 -0.1 -0.1 -0.2 0.32
```
Positions in Å, forces in eV/Å.

As for the charge: -1. Its spin multiplicity is 1. Its HOMO energy is -5.80 eV.


4.
This record from the Open Molecules 2025 dataset describes a 2-piece molecular cluster, C3H10OS2 overall at a distorted geometry. The level of theory is ωB97M-V with the def2-TZVPD basis set.

Geometry as XYZ:
```
16
Properties=species:S:1:pos:R:3:forces:R:3:lowdin_spin:R:1
S 2.9370 -0.7596 1.2419 1.2 -1.5 0.5 0.45
S 1.3652 0.9253 0.6199 -1.1 1.4 -0.4 0.47
O -3.6264 0.2337 -3.2278 -0.1 0.8 0.3 0.00
C -3.3673 -0.1982 -1.8822 0.8 -0.3 -0.1 0.00
C -4.6620 -0.6472 -1.2185 0.8 -0.9 0.7 0.00
C 3.5735 0.1038 2.6994 -0.6 0.6 -0.1 0.04
H -4.5242 -1.4165 -0.4465 0.5 0.1 -0.1 0.00
H -3.5000 1.1884 -3.2540 -0.1 -0.2 -0.1 0.00
H -5.0119 0.2083 -0.6366 -0.9 -0.1 -0.6 0.00
H 2.7702 0.6743 3.1804 -0.2 0.0 -0.2 0.00
H -2.9194 0.5615 -1.2360 -0.1 0.4 -0.4 0.00
H 4.3177 0.8385 2.3827 0.2 -0.2 0.3 0.00
H -2.5306 -0.8986 -2.0043 -0.7 -0.6 0.4 0.00
H -5.3112 -1.1495 -1.9373 -0.4 0.7 0.0 0.00
H 0.5831 -0.0470 0.1456 0.0 -0.1 0.0 0.02
H 3.9238 -0.5608 3.4822 0.4 -0.2 -0.2 0.01
```
Positions in Å, forces in eV/Å.

As for the charge: -1. Its spin multiplicity is 2. The expectation value of S² is 0.7541. Its HOMO energy (alpha / beta) is -0.89 / -2.87 eV.


5.
This record from the Open Molecules 2025 dataset describes a 2-piece molecular cluster, C5H7ClN2O2 overall at a distorted geometry. The level of theory is ωB97M-V with the def2-TZVPD basis set.

Geometry as XYZ:
```
17
Properties=species:S:1:pos:R:3:forces:R:3:mulliken_charge:R:1
Cl -0.3819 -1.0835 1.9473 0.1 0.1 0.1 -0.16
O 2.1639 -1.3068 -1.6354 1.2 2.4 1.6 -0.39
O 0.4665 -0.0212 -2.4245 0.2 0.5 -0.4 -0.61
N -0.4982 -2.8441 -1.0162 1.2 -1.1 -0.5 -0.43
N 1.1214 -0.3522 -1.4309 -0.8 -1.2 1.0 0.54
C 0.8393 -0.1573 -0.2008 0.9 0.0 -0.5 0.21
C -1.2038 -1.9533 -0.9979 -1.0 -0.9 0.8 0.35
C 1.5379 0.8714 2.0027 2.1 -1.9 -0.9 -1.29
C -2.1776 -0.9604 -0.7974 -0.4 4.1 0.9 -0.72
C 0.7263 -0.0287 1.0870 1.1 -0.3 -0.1 0.28
H -2.2807 -0.3790 -1.6984 0.0 0.2 -0.6 0.29
H -3.1872 -1.1319 -0.4628 -0.1 -1.3 0.0 0.34
H -1.8456 -0.1672 -0.0336 0.0 -1.3 -1.1 0.19
H 1.2240 1.8301 1.8462 -0.6 2.8 -0.6 0.36
H 1.2151 0.6347 2.9738 0.1 -0.4 1.5 0.40
H 1.7815 -2.0043 -2.1195 -1.4 -1.5 -1.2 0.36
H 2.7081 0.8340 1.9026 -2.4 -0.3 0.0 0.27
```
Positions in Å, forces in eV/Å.

As for the SMILES: CC(Cl)=C=[N+]([O-])O.CC#N. As for the charge: 0. Its spin multiplicity is 1. Its HOMO energy (alpha / beta) is -9.36 / -9.36 eV.


6.
This record from the Open Molecules 2025 dataset describes a single C2H2O2 molecule at a distorted geometry. The level of theory is ωB97M-V with the def2-TZVPD basis set.

Geometry as XYZ:
```
6
Properties=species:S:1:pos:R:3:forces:R:3:mulliken_charge:R:1
O 0.8572 -1.0569 -0.6522 -1.9 1.1 -0.1 -0.39
O 0.0451 0.8815 1.2039 0.2 0.3 -0.5 -0.36
C -0.6923 0.5308 0.3225 1.1 -1.4 1.0 0.04
C -0.1289 -0.3597 -0.8376 2.0 -0.2 0.6 0.05
H -1.7476 0.6359 0.5170 -1.0 0.2 -0.8 0.33
H -0.5437 -0.2595 -1.8394 -0.5 -0.1 -0.3 0.33
```
Positions in Å, forces in eV/Å.

As for the SMILES: O=CC=O. As for the charge: 0. Its spin multiplicity is 1. Its HOMO energy is -10.13 eV.


Question: Which of these has the highest charge?
Answer: C9H17N3O3Pt


What did the first record say?
This record from the Open Molecules 2025 dataset describes C9H17N3O3Pt as an isolated structure at a distorted geometry. The level of theory is ωB97M-V with the def2-TZVPD basis set.

Geometry as XYZ:
```
33
Properties=species:S:1:pos:R:3:forces:R:3:lowdin_spin:R:1
Pt 0.0611 0.0506 0.1993 0.7 -0.4 -4.6 1.49
O -0.6032 1.1702 -1.8338 0.9 -1.8 0.0 0.06
O 1.6323 -2.2008 -3.3752 -0.8 1.0 0.1 0.00
O 1.3222 -1.3057 -1.3924 -1.3 1.1 -0.6 0.06
N 0.7945 -1.0030 1.7103 1.3 -1.4 1.5 0.13
N 0.2318 -0.4460 -3.3590 -0.5 1.0 0.5 0.00
N -1.0503 1.2828 1.2862 -1.7 1.6 1.0 0.14
C 1.2189 -2.0140 -4.7586 0.7 -1.1 -0.2 0.00
C 0.3475 -0.8009 -4.7815 -0.4 0.8 -0.4 0.00
C 1.0581 -1.2870 -2.6038 0.8 -0.8 0.7 0.00
C -0.3915 0.2969 3.4990 -0.1 0.1 0.9 0.00
C -0.4904 0.7218 -3.0016 0.6 -0.2 1.6 0.01
C -0.1514 -1.0775 2.8680 0.3 0.0 -0.4 0.02
C -1.5545 2.7376 -3.7414 0.3 -0.9 -0.6 0.00
C -0.4310 1.5524 2.6234 -0.2 0.0 -0.4 0.02
C -1.1361 1.4842 -4.0473 -0.5 0.9 -0.3 0.00
H 2.1281 -1.8821 -5.3502 -0.2 -0.2 0.1 0.00
H -1.3373 0.2349 4.0568 0.3 -0.1 -0.1 0.00
H 0.8187 0.0172 -5.3423 -0.2 -0.2 0.2 0.00
H -1.3898 3.1825 -2.7556 -0.1 -0.2 -0.5 0.00
H 0.5730 1.9450 2.4236 -0.2 0.0 0.1 0.00
H -1.2738 1.0359 -5.0296 0.0 0.4 0.2 0.00
H 1.0167 -1.9357 1.3577 0.1 -0.1 0.3 0.01
H -2.0446 3.3310 -4.5106 0.1 0.0 0.2 0.00
H -1.1725 2.1502 0.7606 -0.1 0.1 0.2 0.01
H -1.0768 -1.5216 2.4828 0.2 0.0 0.1 0.00
H 0.3780 0.4634 4.2663 -0.2 0.1 -0.2 0.00
H 1.6881 -0.5966 1.9966 0.0 -0.2 0.2 0.01
H 0.3060 -1.7614 3.5912 -0.4 0.1 0.0 0.01
H -1.9897 0.8895 1.3896 0.0 0.2 0.1 0.01
H -1.0390 2.3335 3.0932 0.4 -0.1 0.2 0.01
H 0.6725 -2.9115 -5.0598 0.3 0.1 0.0 0.00
H -0.6396 -1.0119 -5.2007 0.2 0.0 0.0 0.00
```
Positions in Å, forces in eV/Å.

As for the charge: +2. Its spin multiplicity is 3. The expectation value of S² is 2.0026. Its HOMO energy (alpha / beta) is -15.03 / -16.81 eV.


What did the sixth record say?
This record from the Open Molecules 2025 dataset describes a single C2H2O2 molecule at a distorted geometry. The level of theory is ωB97M-V with the def2-TZVPD basis set.

Geometry as XYZ:
```
6
Properties=species:S:1:pos:R:3:forces:R:3:mulliken_charge:R:1
O 0.8572 -1.0569 -0.6522 -1.9 1.1 -0.1 -0.39
O 0.0451 0.8815 1.2039 0.2 0.3 -0.5 -0.36
C -0.6923 0.5308 0.3225 1.1 -1.4 1.0 0.04
C -0.1289 -0.3597 -0.8376 2.0 -0.2 0.6 0.05
H -1.7476 0.6359 0.5170 -1.0 0.2 -0.8 0.33
H -0.5437 -0.2595 -1.8394 -0.5 -0.1 -0.3 0.33
```
Positions in Å, forces in eV/Å.

As for the SMILES: O=CC=O. As for the charge: 0. Its spin multiplicity is 1. Its HOMO energy is -10.13 eV.


Question: charge of number 4 (C3H10OS2)?
Answer: -1